{
  "formula": "C48H63FN10O7P2Ti",
  "method": "ωB97M-V/def2-TZVPD",
  "symbols": ["Ti", "O", "C", "O", "C", "C", "C", "C", "C", "N", "C", "O", "O", "H", "H", "H", "H", "H", "C", "P", "C", "N", "C", "C", "C", "C", "C", "C", "N", "C", "P", "C", "C", "C", "C", "C", "C", "C", "C", "C", "H", "H", "H", "H", "H", "H", "H", "H", "H", "H", "H", "H", "H", "H", "H", "H", "H", "H", "H", "H", "H", "H", "H", "H", "H", "H", "H", "H", "F", "C", "C", "C", "C", "O", "C", "C", "N", "C", "C", "C", "C", "C", "C", "N", "C", "C", "N", "C", "C", "C", "O", "O", "H", "H", "H", "H", "H", "H", "H", "H", "H", "H", "H", "H", "H", "H", "H", "H", "H", "H", "C", "N", "C", "N", "C", "N", "C", "N", "C", "C", "H", "H", "H", "H", "H", "H", "H", "H", "H", "H", "H", "H"],
  "coordinates": [[-0.444, 0.035, -0.678], [0.545, 3.694, -1.842], [0.473, 2.434, -1.554], [-0.596, 1.824, -1.541], [1.704, 1.705, -1.222], [2.827, 2.323, -0.849], [3.859, 1.510, -0.235], [3.759, 0.178, -0.282], [2.681, -0.433, -1.063], [1.505, 0.329, -1.220], [2.855, -1.626, -1.630], [3.829, -2.523, -1.341], [1.965, -2.177, -2.545], [-0.348, 4.039, -2.007], [2.903, 3.401, -0.904], [4.700, 1.982, 0.258], [4.513, -0.444, 0.191], [4.657, -2.079, -1.124], [1.512, -3.591, -4.762], [2.221, -2.095, -4.133], [1.289, -0.672, -4.753], [2.052, 0.059, -5.530], [1.504, 1.018, -6.304], [2.316, 1.850, -7.114], [1.710, 2.697, -7.990], [0.290, 2.739, -8.101], [-0.504, 1.970, -7.305], [0.103, 1.115, -6.358], [-0.655, 0.447, -5.454], [-0.132, -0.401, -4.600], [-1.297, -0.729, -3.138], [-2.518, 0.568, -3.522], [-2.307, -2.270, -3.514], [-2.413, -2.486, -5.028], [-1.727, -3.501, -2.787], [-3.724, -2.042, -2.952], [3.974, -2.100, -4.662], [4.545, -3.473, -4.246], [4.024, -2.012, -6.210], [4.776, -0.932, -4.068], [1.872, -3.755, -5.778], [0.435, -3.531, -4.782], [1.828, -4.416, -4.124], [3.396, 1.781, -7.034], [2.309, 3.339, -8.624], [-0.161, 3.403, -8.829], [-1.586, 2.005, -7.366], [-3.019, 0.360, -4.462], [-2.020, 1.527, -3.612], [-3.237, 0.616, -2.711], [-1.448, -2.660, -5.511], [-2.873, -1.631, -5.528], [-3.045, -3.359, -5.220], [-1.862, -4.405, -3.388], [-2.267, -3.663, -1.853], [-0.676, -3.413, -2.532], [-4.290, -1.314, -3.534], [-3.707, -1.713, -1.913], [-4.264, -2.992, -2.998], [4.193, -4.266, -4.908], [4.328, -3.748, -3.217], [5.631, -3.420, -4.354], [3.432, -2.786, -6.703], [5.067, -2.187, -6.491], [3.725, -1.039, -6.587], [4.919, -1.021, -2.994], [4.316, 0.029, -4.285], [5.764, -0.947, -4.534], [1.709, 2.143, 5.425], [0.448, 2.122, 4.964], [0.243, 1.793, 3.667], [-1.045, 1.826, 3.119], [-1.283, 1.417, 1.757], [-0.335, 1.037, 1.013], [-2.630, 1.409, 1.334], [-3.601, 1.919, 2.148], [-3.376, 2.356, 3.386], [-4.499, 2.879, 4.157], [-5.411, 3.862, 3.502], [-4.478, 4.314, 4.583], [-2.100, 2.252, 3.935], [-1.875, 2.549, 5.285], [-0.609, 2.487, 5.837], [-0.393, 2.778, 7.186], [-1.181, 3.787, 7.887], [-1.795, 3.173, 9.142], [-0.825, 2.139, 9.687], [0.606, 2.523, 9.402], [0.851, 2.441, 7.891], [-3.059, 0.831, 0.027], [-4.041, 1.214, -0.547], [-2.258, -0.155, -0.381], [1.097, 1.546, 3.046], [-4.624, 1.984, 1.794], [-4.940, 2.151, 4.825], [-6.466, 3.780, 3.718], [-5.180, 4.175, 2.492], [-4.886, 4.550, 5.557], [-3.631, 4.919, 4.282], [-2.721, 2.825, 5.902], [-1.968, 4.188, 7.260], [-0.540, 4.631, 8.155], [-2.727, 2.655, 8.942], [-1.960, 3.916, 9.918], [-1.013, 1.243, 9.243], [-0.974, 2.009, 10.686], [1.261, 1.847, 9.941], [0.742, 3.523, 9.802], [1.153, 1.433, 7.625], [1.678, 3.109, 7.653], [0.301, -3.209, 0.196], [0.467, -4.231, 1.212], [1.555, -3.842, 2.112], [1.269, -2.550, 2.761], [1.105, -1.544, 1.726], [-0.017, -1.852, 0.766], [-1.258, -2.049, 1.598], [-1.102, -3.054, 2.631], [-0.769, -4.336, 1.991], [0.011, -2.672, 3.504], [-0.515, -3.489, -0.455], [1.214, -3.133, -0.380], [2.480, -3.757, 1.542], [1.682, -4.609, 2.875], [2.022, -1.487, 1.147], [0.908, -0.579, 2.180], [-2.060, -2.342, 0.928], [-1.521, -1.103, 2.061], [-1.588, -4.630, 1.335], [-0.647, -5.099, 2.758], [0.127, -3.424, 4.284], [-0.218, -1.710, 3.970]],
  "homo_lumo_gap_ha": [0.2404, 0.2383],
  "charge": 3,
  "e_tot_ev": -124423.808,
  "spin_multiplicity": 2,
  "e_above_lowest_kj_mol": 200.9
}